Entry 1:
{
  "formula": "C40H23Br2F4N4O4PSSe4W",
  "method": "ωB97M-V with the def2-TZVPD basis set",
  "elements": ["C", "F", "F", "C", "C", "C", "C", "H", "C", "H", "C", "H", "H", "C", "N", "H", "Br", "H", "H", "C", "C", "N", "H", "P", "O", "C", "O", "C", "C", "F", "C", "W", "C", "H", "C", "H", "C", "C", "H", "O", "S", "C", "C", "C", "C", "F", "H", "C", "H", "N", "H", "C", "Se", "N", "H", "Se", "Se", "C", "C", "Se", "C", "H", "C", "H", "C", "H", "C", "C", "H", "C", "O", "H", "C", "C", "H", "C", "C", "Br", "C", "C", "H", "H", "C", "C"],
  "xyz": [[-2.1822, 0.8717, 1.8166], [1.6153, -6.6578, 0.7896], [-0.2821, -7.8656, -0.6955], [-2.0837, -2.3719, 0.4497], [-0.6683, 2.3863, -2.6836], [0.3297, 1.6197, -2.1074], [4.5029, -0.8504, 6.3991], [5.7890, 0.4618, 3.5281], [2.3110, -2.7048, -4.3191], [2.4752, -1.5439, 6.6908], [-1.8227, 2.6641, -1.9740], [-1.6056, 7.9862, -1.9830], [-2.6189, 3.2349, -2.4354], [-3.4333, -2.4049, 0.7491], [-4.0403, 4.4235, -0.6520], [-0.5273, 2.7630, -3.6865], [0.7532, 8.0870, -0.2196], [0.1846, -0.5497, -5.8212], [-4.0367, 1.9328, 2.0246], [0.9890, -4.5542, -0.0537], [-0.8777, 5.9210, 0.6127], [2.1308, -0.9670, 2.2337], [2.2612, -3.2567, -2.2616], [0.1851, -1.8968, -0.9627], [0.8428, 0.4261, 3.8327], [-0.9380, 1.3387, -0.1846], [0.4404, -2.0008, 3.9962], [0.8311, -5.9284, 0.0108], [-0.7809, -4.4315, -1.6355], [-1.5520, -3.7532, -2.4822], [-3.9034, -1.1730, -1.2541], [1.6226, 0.2544, 0.6386], [-3.0727, 2.4451, 0.1971], [-3.7731, -2.9072, 1.6456], [5.0830, 0.0121, 4.2130], [-2.2417, -0.6650, -2.4786], [-0.9354, -5.8054, -1.5974], [-1.9626, 2.1760, -0.6750], [-0.1323, 5.7923, 1.3859], [3.5841, 0.4865, 1.4980], [1.3375, -0.9272, 3.7983], [3.1993, -1.1462, 5.9927], [-2.9246, 5.2539, -0.4690], [5.4215, -0.2726, 5.5317], [0.6795, -1.8628, -2.7377], [-1.8326, -6.3926, -2.3664], [-2.2568, 0.3505, 2.7623], [1.7926, -2.6600, -3.0370], [6.4160, -0.0424, 5.8882], [0.2253, 1.0873, -0.8891], [4.7970, -1.0679, 7.4166], [0.1213, -1.0957, -3.7550], [2.3901, 3.1443, -0.2924], [-4.0831, 3.2674, -0.2251], [-1.3737, -2.8345, 1.1281], [3.1382, -0.3280, -1.2501], [4.1547, 1.7835, -0.9126], [-0.7472, 6.9541, -0.3116], [-2.8140, 6.3336, -1.3482], [1.4439, 2.4594, 1.7554], [3.8103, -0.3324, 3.7940], [-5.4085, -1.8468, 0.1165], [-1.0633, 0.6852, 1.0380], [-4.6122, -0.7141, -1.9317], [-2.5508, -1.1398, -1.5603], [-3.5878, 6.4835, -2.0895], [2.8800, -0.8884, 4.6845], [-1.6296, -1.7470, -0.7156], [-0.7332, -0.4662, -3.5761], [-3.1772, 1.7476, 1.3945], [-0.0071, -0.1345, 1.3465], [-2.0847, 4.2980, 1.2795], [-1.9608, 5.0718, 0.5334], [0.6455, -1.1413, -5.0406], [2.1354, -1.9809, -6.3329], [0.1568, -3.7596, -0.8486], [-1.7145, 7.1676, -1.2855], [2.4577, -3.8033, 0.8646], [1.7365, -1.9441, -5.3283], [-0.1384, -6.5584, -0.7515], [1.2487, 1.4109, -2.6419], [3.1619, -3.3385, -4.5309], [-4.3505, -1.8069, -0.1049], [3.2408, -0.2614, 2.4583]],
  "homo_energy_ev": [-12.7, -12.7],
  "homo_lumo_gap_ev": [4.43, 4.43],
  "charge": 2,
  "largest_force_ev_per_a": 3.37
}

=====

Entry 2:
{
  "formula": "C40H25Cl80N2O7P",
  "method": "ωB97M-V with the def2-TZVPD basis set",
  "elements": ["Cl", "C", "Cl", "Cl", "Cl", "Cl", "O", "C", "C", "H", "C", "Cl", "Cl", "Cl", "H", "C", "Cl", "C", "O", "C", "C", "C", "Cl", "Cl", "Cl", "Cl", "C", "Cl", "C", "Cl", "C", "Cl", "C", "C", "Cl", "H", "C", "Cl", "H", "C", "C", "Cl", "H", "Cl", "Cl", "Cl", "C", "H", "C", "Cl", "Cl", "C", "Cl", "Cl", "H", "Cl", "C", "C", "C", "C", "N", "C", "Cl", "Cl", "Cl", "Cl", "Cl", "Cl", "Cl", "C", "Cl", "Cl", "H", "Cl", "Cl", "H", "C", "O", "Cl", "P", "Cl", "Cl", "Cl", "C", "Cl", "H", "Cl", "H", "Cl", "N", "H", "H", "C", "H", "Cl", "Cl", "H", "H", "Cl", "Cl", "C", "H", "C", "Cl", "C", "Cl", "Cl", "H", "C", "H", "Cl", "C", "H", "Cl", "Cl", "Cl", "Cl", "Cl", "H", "Cl", "Cl", "Cl", "Cl", "Cl", "Cl", "Cl", "Cl", "H", "Cl", "Cl", "Cl", "Cl", "C", "H", "Cl", "O", "Cl", "Cl", "Cl", "Cl", "O", "C", "Cl", "C", "O", "Cl", "Cl", "C", "O", "C", "C", "Cl", "H", "Cl", "H"],
  "xyz": [[-0.0374, -6.2134, 5.5401], [0.3514, -6.0527, 3.8143], [5.7322, 7.0894, 11.9981], [-3.7820, -6.1293, -4.1229], [-6.2818, -3.1383, 1.7342], [3.3555, 8.7006, 11.5899], [0.5002, 2.0689, -3.3189], [-0.9064, -0.0382, -2.7051], [-4.7966, -1.4064, 2.1292], [-4.9221, -2.6317, 4.0894], [-0.0302, 6.7632, -2.4747], [-0.2684, 5.7104, -3.8855], [11.5126, 1.6262, 7.3455], [-2.7066, 4.9067, -12.9074], [-1.8296, -3.4875, -3.7084], [-4.1468, -2.3093, 3.3132], [2.7817, -3.3310, 9.1022], [-5.4736, -6.5944, -7.9353], [-0.7315, -7.6452, -0.0013], [6.3713, 6.1938, -8.3727], [4.4609, 2.1526, 0.2587], [-1.2014, 0.9244, 9.2189], [5.9357, 9.9828, 11.9329], [1.0728, -10.3409, 1.2721], [3.8427, 5.0275, -12.0577], [3.3864, 2.2343, 1.6719], [4.9209, 8.6103, 12.4262], [1.5486, 4.2677, -8.7904], [5.7038, 3.8324, 10.6189], [0.4488, -3.2480, 7.3783], [-0.0499, 0.9769, -3.5794], [5.6803, 0.6746, 3.1022], [1.5378, 0.2597, -5.3245], [2.1527, -2.7647, 7.5408], [5.4831, 0.6947, 0.3516], [1.1524, 1.9744, 0.2701], [-1.0923, -5.4060, -1.4290], [-2.9531, 0.7303, 9.4436], [-0.3916, -4.6467, -1.9264], [-3.3574, 5.3770, -11.3228], [-2.8833, -1.1619, 0.7460], [0.6141, 8.3306, -3.0067], [-2.1018, 4.0614, -0.6636], [-3.2531, -8.3326, -2.3032], [-6.8140, -4.8595, -0.5434], [2.2781, -0.9934, 7.4589], [-6.2377, 1.3717, 11.6076], [0.2506, 0.7132, 1.3897], [-0.2033, -6.5840, -0.8185], [2.9612, -8.1423, 1.0849], [4.6718, 5.6945, -8.5021], [-3.8913, -7.8896, -3.9047], [-6.3521, -0.3773, -2.0274], [-7.4402, 0.3331, 0.5675], [2.3459, -1.8397, -4.9544], [-0.4117, 1.0519, 10.8055], [0.1834, 1.7137, 0.8131], [-4.6606, 8.1088, 1.2692], [-1.5078, 0.1083, -1.2847], [-6.6331, -4.8060, 1.2237], [0.0674, 0.3379, -4.9192], [-2.3796, -2.4537, -1.6174], [6.2819, 2.3028, 5.4298], [7.3366, 4.2746, 11.1640], [-1.0367, 2.9786, -9.0551], [0.2865, 3.0618, -6.4728], [-6.1409, 0.1310, 10.3377], [1.3403, 1.3815, -8.5950], [1.1190, 6.0010, -1.3532], [3.8686, -0.3398, -4.1103], [3.4792, 2.0872, -1.2225], [-4.9325, 6.1691, -11.5403], [-1.4722, -8.0412, -0.5362], [5.8194, 2.5939, 9.3502], [9.6875, 2.3996, 5.2267], [-0.5813, 3.7203, -1.6619], [-6.4963, 0.9186, -0.8189], [-4.3051, -1.4409, 0.7691], [11.0069, 4.4344, 6.8195], [-1.3601, 1.6852, -0.2695], [-4.0189, 7.6246, 2.8533], [4.6580, 8.6692, 14.1827], [-2.9394, -8.7016, -5.1635], [3.7310, 3.2616, -11.8946], [4.4075, 0.0975, 5.6418], [-3.9515, -3.5878, -0.3478], [-8.1377, -5.3553, 1.9905], [1.6524, -0.0698, -6.4232], [1.9257, -5.2474, 3.6335], [4.4353, -0.7584, -2.7872], [3.7954, -0.3145, -2.0992], [-2.2466, 3.0585, -2.2156], [2.3660, -0.8118, -4.4231], [-2.5793, -5.4415, 0.3437], [3.1003, -3.4874, 6.2226], [-4.4661, -8.0452, -7.7180], [-3.6252, -3.2092, 2.8079], [2.0392, 1.2991, -5.2834], [-1.5862, 7.0107, -1.6508], [-4.5997, 1.7985, 12.1471], [-0.3218, -1.0955, -5.0380], [-2.6244, -0.1987, 1.3282], [5.9041, 0.6612, 4.8649], [-2.2329, 6.5009, -10.5303], [0.5348, 2.9216, -8.2280], [-3.5570, 3.9297, -10.3119], [7.0140, 5.7021, -6.7914], [4.2453, -1.7725, -2.7158], [2.5801, -9.7802, 0.5119], [-2.3440, -2.0256, 1.3016], [4.6778, 2.4870, -13.1832], [-1.7707, -2.5486, -3.0614], [-3.5495, -4.2956, -2.0089], [2.0311, 2.7614, -12.0276], [-7.1677, 0.7391, 12.9826], [-4.8747, 1.4046, -0.2761], [-6.4261, -6.7542, -9.4264], [0.4204, -7.6639, 3.0717], [1.8580, -1.0077, -3.4006], [-7.3171, 2.3175, -1.5466], [-6.5722, -6.4128, -6.5523], [4.8856, 5.2701, 9.9715], [2.3801, -9.7599, -1.2521], [5.4922, 3.5974, 0.2205], [4.7751, 3.1906, 11.9906], [-5.5873, -8.3980, -4.0210], [3.9054, -10.8821, 0.9448], [-3.3108, -1.6628, 3.7744], [7.3151, 5.4188, -9.6629], [-0.5544, -0.4826, 8.3475], [-3.7113, 7.3307, -0.0167], [-6.3591, 7.6052, 1.1389], [-1.5727, 3.2515, -1.2959], [-1.3623, -4.0325, 0.3843], [-5.2945, -5.8690, 1.7147], [1.0296, -6.5727, -1.0196], [6.4841, 7.9598, -8.5352], [-4.4287, -5.1623, -8.0514], [8.9322, 2.7820, 7.9974], [4.3727, 2.7713, -10.3122], [-5.7295, -0.6331, 2.4793], [-2.0035, -4.6876, -0.3140], [-0.8846, 2.3994, 8.2795], [-3.1037, -3.7869, -1.0831], [-0.1119, -1.8896, -5.9800], [-0.9050, -5.0829, 3.0115], [7.2403, -0.4322, 5.2855], [-1.0286, -1.3156, -3.6180], [4.5797, 0.3089, -4.9235], [10.2858, 2.8109, 6.8472], [-2.2598, -1.1614, -0.7311], [-4.5511, 9.8737, 1.0997], [-0.0077, 2.5066, 1.6341], [-7.0438, 2.8170, 10.9621], [-1.8120, -5.8406, -2.2079]],
  "homo_energy_ev": -8.2,
  "homo_lumo_gap_ev": 6.70,
  "largest_force_ev_per_a": 5.16
}